Entry 1:
# C3H8O

One molecule with the formula C3H8O in a non-equilibrium geometry (the ωB97M-V functional and the def2-TZVPD basis, the Open Molecules 2025 dataset).

Atoms and positions in Å:
C 0.79 -1.10 0.75
C -0.11 -0.51 -0.27
C -0.85 0.91 -0.24
O -0.08 2.01 -0.08
H 1.28 -0.29 1.23
H 0.14 -1.35 1.60
H 1.03 -2.04 0.18
H 0.59 -0.14 -1.04
H -0.76 -1.25 -0.78
H -1.57 0.78 0.70
H -1.25 1.13 -1.30
H 0.78 1.85 -0.75

The SMILES is CCCO. The net charge is 0. Its LUMO energy is 0.0335 Eh. The HOMO energy comes out at -9.857 eV.

Entry 2:
# C3H8O

A 2-piece molecular cluster, C3H8O overall in a non-equilibrium geometry (the ωB97M-V functional and the def2-TZVPD basis, the Open Molecules 2025 dataset).

Atoms and positions in Å:
C -0.35 -0.23 -2.22
C 0.93 0.42 -1.72
H -0.17 -0.68 -3.20
H -1.15 0.48 -2.41
H -0.70 -1.03 -1.57
H 1.77 -0.27 -1.77
H 1.16 1.31 -2.30
H 0.85 0.71 -0.66
O -1.13 -0.21 5.03
C -0.59 -0.19 3.99
H 0.48 0.13 3.81
H -1.12 -0.42 3.02

The spin multiplicity is 2. The net charge is +1. Its LUMO energy (alpha / beta) is -0.2878 / -0.4180 Eh. The HOMO energy (alpha / beta) comes out at -14.212 / -14.212 eV.

Looking at M for the records above, in order, we have 60.096, 60.096 g mol⁻¹.
Looking at energy relative to the best compared isomer or geometry (same formula, charge and spin) for the records above, in order, we have 237.21, 198.52 kJ/mol.